Entry from OMol25: the molecule CH3Cl (ωB97M-V with the def2-TZVPD basis set).

E in Eh: -500.0517
Maximum force in Eh/bohr: 0.1006
Structure (SMILES): CCl
HOMO energy in eV: -10.57
Gap between HOMO and LUMO in eV: 11.58

Each line ends with the Löwdin charge.
Cartesian coordinates (Å):
C: 0.23033 -0.03326 -0.00597  -0.441
H: 0.16772 1.21605 -0.13953  0.093
H: 0.63788 -0.40856 0.87784  -0.013
H: 0.59348 -0.71855 -0.73735  0.005
Cl: -1.62940 -0.05568 0.00502  0.356

Atoms 1-3, force components in eV/Å:
-2.68 4.32 -0.95
1.81 -3.85 0.12
0.19 0.10 1.92